{
  "formula": "C10H15NOP",
  "method": "wB97M-V/def2-TZVPD",
  "energy_ev": -23428.577,
  "total_charge": 1,
  "mol_weight_g_mol": 196.21,
  "homo_energy_ha": [-0.469, -0.469],
  "orbital_gap_ev": [7.37, 7.38],
  "spin_multiplicity": 1,
  "elements": ["C", "C", "C", "C", "C", "C", "C", "C", "C", "C", "N", "O", "P", "H", "H", "H", "H", "H", "H", "H", "H", "H", "H", "H", "H", "H", "H", "H"],
  "xyz": [[1.917, -0.505, 1.628], [2.171, 0.825, 1.736], [0.701, -1.019, 1.049], [-0.152, 0.039, 0.601], [1.352, 1.860, 0.961], [-1.619, -0.594, -1.264], [-0.649, -1.753, -1.595], [1.294, 0.447, -1.147], [0.453, 1.206, -0.109], [-2.632, 0.371, 0.731], [-1.565, -0.416, 0.124], [1.967, -2.398, -1.123], [0.990, -1.348, -0.787], [2.604, -1.022, 2.174], [2.867, 0.959, 2.564], [0.775, 2.395, 1.702], [2.034, 2.572, 0.511], [-1.383, 0.287, -1.720], [-2.623, -0.895, -1.673], [-1.029, -2.613, -1.103], [-0.544, -1.817, -2.672], [1.309, 0.612, -2.233], [2.342, 0.488, -0.922], [-0.136, 1.967, -0.564], [-2.605, 1.355, 0.276], [-3.616, -0.081, 0.431], [-2.699, 0.529, 1.802], [-1.521, -1.449, 0.621]]
}